Molecular formula: C27H42Cl2NPTi
Method: DFT, ωB97M-V with the def2-TZVPD basis set

The geometry in XYZ format:
```
74
Properties=species:S:1:pos:R:3
P -0.1443 0.9300 -2.6453
C -1.7730 0.3250 -3.2783
C -2.2702 1.0817 -4.5129
C -3.6996 0.6447 -4.8429
C -3.8735 -0.8762 -4.9431
C -3.2084 -1.6786 -3.8155
C -1.7946 -1.1958 -3.4888
C 1.2453 0.2064 -3.6114
C 1.1468 0.5271 -5.1005
C 2.4631 0.1275 -5.7746
C 2.8854 -1.3197 -5.4841
C 2.7645 -1.7475 -4.0127
C 1.4553 -1.3005 -3.3643
C -0.0621 2.7790 -2.7447
C -1.2005 3.4044 -1.9155
C -1.1410 4.9374 -1.8854
C 0.2302 5.4977 -1.4818
C 1.3935 4.8232 -2.2171
C 1.3071 3.2916 -2.2555
H -2.4320 0.5534 -2.4152
H -1.6072 0.8759 -5.3639
H -2.2375 2.1666 -4.3415
H -4.0052 1.1180 -5.7804
H -4.3620 1.0308 -4.0595
H -4.9427 -1.1149 -4.9621
H -3.4564 -1.2099 -5.9021
H -3.8193 -1.6110 -2.9084
H -3.1642 -2.7374 -4.0935
H -1.4136 -1.7147 -2.5960
H -1.1381 -1.4542 -4.3336
H 2.1246 0.7337 -3.1899
H 3.2448 0.8075 -5.4163
H 0.9431 1.5970 -5.2545
H 0.3131 -0.0301 -5.5509
H 2.3700 0.2839 -6.8533
H 3.9233 -1.4611 -5.8084
H 2.2677 -1.9892 -6.0974
H 2.8513 -2.8370 -3.9333
H 3.5968 -1.3193 -3.4422
H 1.4561 -1.5192 -2.2872
H 0.6304 -1.8773 -3.8005
H -0.1953 2.9675 -3.8304
H -2.1837 3.0888 -2.2916
H -1.1343 3.0261 -0.8858
H -1.4008 5.3221 -2.8785
H -1.9077 5.3064 -1.1956
H 0.3655 5.3717 -0.3981
H 0.2512 6.5785 -1.6774
H 2.3394 5.1107 -1.7474
H 1.4276 5.2011 -3.2451
H 2.1164 2.9025 -2.8883
H 1.4883 2.9006 -1.2449
Ti 0.0192 -0.6672 1.1375
Cl 1.8121 0.3390 0.2755
Cl -1.7047 0.5994 0.6139
C -0.5270 -2.1275 -0.0061
H -1.5465 -2.1755 -0.3818
C 0.2909 -3.2909 -0.1395
C 1.7134 -3.2023 -0.0655
C 2.5001 -4.3463 -0.1245
C 1.9035 -5.6106 -0.2462
C 0.5109 -5.7118 -0.3549
C -0.2875 -4.5823 -0.3285
H 2.1763 -2.2072 0.0366
H 3.5855 -4.2489 -0.0764
H 0.0517 -6.6944 -0.4691
H -1.3729 -4.6535 -0.4118
H 2.5293 -6.5022 -0.2768
C 0.0579 -0.0982 5.6436
C 0.0400 -0.6195 4.3053
N 0.0452 -0.8425 3.1584
H -0.8451 0.5287 5.8076
H 0.9565 0.5186 5.7894
H 0.0582 -0.9295 6.3728
```

M (g/mol): 530.387
Orbital gap (spin up / spin down) (eV): 4.70 / 4.81
Spin multiplicity: 2
ΔE to the lowest compared entry with this formula, charge and spin (kcal per mole): 17.6
Charge: -1
Electronic energy (eV): -87622.6654
HOMO energy (spin up / spin down) (eV): -2.4556 / -2.5832

Results of the Löwdin charge analysis, in e, for atoms 1 through 5: 1.042 -0.450 -0.220 -0.209 -0.208